Entry 1:
{"formula": "C25H34IN4OSSbSe4SiW", "method": "ωB97M-V/def2-TZVPD", "largest_force_ev_per_a": 0.832, "gap_ev": 6.2, "mol_weight_g_mol": 1215.07, "e_tot_ev": -331036.0512, "charge": 2, "e_above_lowest_kcal_mol": 0.00, "e_lumo_ev": -7.05, "multiplicity": 1, "species": ["H", "C", "C", "Se", "H", "H", "N", "H", "C", "H", "C", "H", "C", "H", "H", "H", "C", "C", "C", "H", "C", "Se", "C", "H", "C", "H", "N", "H", "C", "H", "H", "C", "C", "C", "C", "H", "H", "Se", "H", "C", "H", "Si", "H", "H", "H", "H", "I", "C", "N", "O", "S", "C", "Se", "H", "H", "H", "C", "H", "H", "H", "H", "H", "C", "N", "C", "W", "C", "H", "H", "Sb", "C", "C", "H"], "coordinates": [[3.1753, -4.3513, -3.1862], [3.2243, -1.4348, -2.1268], [3.8338, 1.9962, -2.2381], [-3.2776, -4.1329, -2.5844], [0.8935, -4.8084, -4.0346], [2.9325, -2.8819, 3.6861], [2.9736, -2.2838, -3.1095], [4.1509, -0.6992, 3.9934], [-2.6934, 2.8897, -0.6975], [1.9885, -3.7680, -2.0284], [2.5845, -1.9659, 3.2306], [5.3814, 0.8052, -1.2978], [-2.2477, 1.6470, 1.3581], [4.0269, 2.8772, -1.6273], [-1.0711, -1.9674, 4.3068], [0.3597, 1.3240, -2.2010], [-3.2425, 3.9235, 0.0448], [4.3146, 0.7519, -1.5136], [-2.8330, 0.3362, -4.1477], [2.7610, 1.9381, -2.4300], [-2.8445, 0.3585, -2.7547], [-1.5481, -3.0961, 1.7908], [3.2542, -0.7657, 3.3915], [0.3176, -0.8691, 4.5236], [2.3735, -3.6268, -3.0340], [3.2662, 1.3044, 2.8050], [0.9005, -0.8956, 1.8844], [-2.9002, 2.6605, 3.1492], [-2.2205, 1.7804, -0.0270], [-3.7599, 0.1942, -2.2025], [0.3576, 1.3239, -4.6928], [-0.5325, 1.0373, -4.1483], [-0.8438, 1.9997, 4.3723], [-3.3107, 3.8203, 1.4253], [-3.4828, 0.2263, 4.2166], [0.8655, -2.8964, 2.3823], [3.3541, -2.0448, -4.0171], [-4.0004, -1.0787, 0.4680], [-0.5300, 2.6577, 3.5619], [1.6101, 0.2380, 1.9739], [-3.7789, -0.8089, 4.0270], [-1.6884, 0.4368, 3.7829], [-4.1619, 0.8724, 3.6619], [0.4697, -3.0958, -3.9152], [-3.7525, 4.6157, 2.0091], [1.6821, -3.6416, -5.0876], [1.1404, 1.9103, 0.8252], [-2.8205, 2.6995, 2.0750], [4.0908, -0.4527, -2.3262], [-1.6454, 0.6825, -0.6746], [2.5036, -1.6106, -0.5322], [-0.7652, -0.9613, 4.5858], [0.3322, -1.7221, -1.1480], [-1.0239, -0.8378, 5.6444], [4.6248, -0.4900, -3.1858], [-1.4973, 2.5786, 5.0288], [-1.6806, 0.6671, -4.8411], [4.3506, 2.1325, -3.1889], [0.0401, 1.7318, 4.9541], [-3.7381, 0.0838, -4.6832], [-1.6813, 0.6612, -5.9224], [3.7890, 0.6226, -0.5716], [1.2892, -3.7949, -4.0812], [-1.6735, 0.4730, 1.9275], [1.4217, -1.9784, 2.4921], [-1.3041, -1.0713, 0.8051], [-0.5225, 1.0492, -2.7628], [-3.6362, 0.4154, 5.2819], [-2.6439, 2.9514, -1.7750], [-2.7445, -2.4832, -1.0615], [2.7613, 0.3515, 2.7427], [-1.6753, 0.6896, -2.0917], [-3.6228, 4.8005, -0.4597]]}



Entry 2:
{"formula": "C25H34N2O3", "method": "ωB97M-V/def2-TZVPD", "largest_force_ev_per_a": 1.333, "gap_ev": 9.1, "mol_weight_g_mol": 410.56, "smiles": "Cc1cc(C(C)(C)C)oc1C(=O)N(CC(=O)NC1CCCC1)c1c(C)cccc1C", "e_tot_ev": -35601.1147, "e_above_lowest_kcal_mol": 0.00, "e_lumo_ev": 0.62, "multiplicity": 1, "species": ["H", "H", "C", "H", "H", "H", "C", "H", "C", "C", "C", "H", "H", "C", "H", "C", "H", "H", "C", "H", "C", "C", "C", "C", "H", "C", "H", "C", "O", "H", "H", "C", "C", "C", "C", "H", "H", "C", "H", "H", "H", "C", "H", "H", "H", "H", "H", "H", "O", "N", "C", "H", "H", "H", "C", "H", "C", "H", "H", "H", "C", "N", "O", "C"], "coordinates": [[3.3180, -3.6207, 1.3055], [-0.0271, 0.1610, 3.2687], [3.5863, 1.7547, 0.0919], [0.9985, 1.1000, 2.1767], [-4.2430, -1.1285, 2.0872], [2.0563, -2.3745, -1.2152], [4.0563, 3.1543, 0.2542], [5.7811, -1.8614, 0.8668], [-0.6978, -2.1989, -0.8289], [-5.5698, 0.1576, -0.4845], [-0.4296, -0.4515, -2.6018], [3.2363, 3.8428, 0.0769], [-0.8739, -3.6419, 0.7386], [-0.2605, 0.0538, -0.1349], [-5.5580, 0.8949, -1.2861], [3.7977, -1.9621, -0.0009], [-5.9343, -2.2289, 0.8868], [3.5473, -2.1722, -2.1431], [-5.0502, -2.0417, 0.2764], [-1.4264, -0.2082, -2.9746], [-5.4559, -1.2800, -0.9832], [1.1002, 2.0966, -0.4263], [-0.2436, -0.3455, 1.2060], [4.3812, 0.5879, 0.2089], [5.4302, 0.5646, 0.4212], [3.1231, -2.5830, -1.2294], [-1.5957, 2.0357, -1.7961], [-0.4725, -0.8685, -1.1610], [-2.6216, 2.3815, 1.2491], [2.1049, -2.3342, 1.2978], [3.2694, -3.6605, -1.2320], [3.1718, -2.5436, 1.2746], [3.5575, -0.4794, -0.0096], [2.3107, 1.3084, -0.1820], [-1.2907, 2.1910, -0.7539], [-0.8632, -2.9198, -1.6169], [-1.0313, 3.2444, -0.6106], [-4.3675, 0.3208, 0.4546], [-2.9757, 0.3489, -1.1200], [-4.5548, 1.0447, 1.2504], [5.7631, -1.8064, -0.8988], [-4.0923, -1.0938, 1.0103], [-0.0396, -1.2618, -3.2143], [-6.3851, -1.6488, -1.4142], [-6.4936, 0.2786, 0.0809], [3.6321, -2.1045, 2.1571], [4.4474, 3.3046, 1.2600], [-0.7231, 1.4448, 2.2719], [1.1543, 3.3010, -0.6287], [-3.2285, 0.8365, -0.2755], [0.0156, 0.6450, 2.2965], [5.4638, -3.3290, -0.0570], [0.2062, 0.4211, -2.7325], [-3.0546, -1.3623, 0.8139], [-2.4370, 1.8236, 0.1882], [4.8584, 3.3624, -0.4524], [-0.4634, -1.6843, 1.4986], [-4.5839, -2.9995, 0.0517], [-0.4559, -2.0074, 2.5295], [-4.6729, -1.3595, -1.7400], [5.2985, -2.2547, -0.0240], [-0.0892, 1.4282, -0.4552], [2.3053, -0.0508, -0.2439], [-0.6998, -2.6050, 0.4919]]}